(1)
27
Properties=species:S:1:pos:R:3 method="wB97M-V/def2-TZVPD" e_tot_ha=-465.55696 spin_multiplicity=2 gap_ev="10.39 / 6.77" total_charge=+1
C -2.826 -2.484 -0.809
C -0.493 0.333 1.360
C -0.749 0.573 -0.002
C -0.951 -0.845 2.018
C -1.422 -0.416 -0.710
C -1.614 -1.771 1.267
C -1.895 -1.588 -0.096
O 0.212 1.137 2.134
H -0.626 1.435 -0.642
H 0.475 1.912 1.629
H -0.764 -0.913 3.078
H -1.549 -0.181 -1.757
H -2.076 -2.612 1.770
H -2.533 -2.767 -1.820
H -3.822 -2.046 -0.890
H -2.875 -3.428 -0.258
C 3.124 1.237 -0.992
C 2.933 0.550 -2.339
C 2.235 2.476 -0.819
H 4.184 1.441 -0.882
H 2.740 0.467 -0.321
H 3.567 0.835 -3.181
H 2.999 -0.532 -2.223
H 1.770 2.515 0.174
H 1.948 0.675 -2.825
H 1.446 2.545 -1.569
H 2.781 3.420 -0.869

=====

(2)
28
Properties=species:S:1:pos:R:3 method="wB97M-V/def2-TZVPD" e_tot_ha=-541.04415 spin_multiplicity=1 smiles=CCc1ccc(O)cc1.CCO gap_ev=9.25
C -1.325 0.569 3.464
C -0.117 0.461 2.576
O -1.709 -0.661 4.071
H -1.142 1.224 4.301
H -2.112 1.161 2.934
H -0.265 0.163 1.549
H -1.264 -1.382 3.612
H 0.821 0.149 3.056
H 0.327 1.493 2.494
C -1.474 -1.133 -1.621
C -1.330 -1.433 -3.137
C -0.124 -0.435 -1.327
C -0.108 0.956 -1.169
C 1.068 -1.117 -1.163
C 1.044 1.612 -0.788
C 2.279 -0.414 -1.069
C 2.265 0.925 -0.767
O 3.457 1.531 -0.490
H -2.159 -0.284 -1.573
H -1.823 -1.949 -1.016
H -2.072 -2.079 -3.609
H -1.119 1.367 -1.135
H 1.105 -2.159 -0.897
H 0.960 2.492 -0.151
H 3.188 -1.000 -1.225
H 3.394 2.204 0.189
H -0.371 -1.842 -3.522
H -1.392 -0.419 -3.587

=====

(3)
27
Properties=species:S:1:pos:R:3 method="wB97M-V/def2-TZVPD" e_tot_ha=-788.77815 spin_multiplicity=1 smiles=Cc1ccccc1.CCSC gap_ev=9.26
C 2.168 1.413 1.521
C 0.253 -0.183 2.123
C 1.528 0.096 1.565
C -0.363 -1.433 1.978
C 0.327 -2.446 1.351
C 2.070 -0.889 0.750
C 1.503 -2.164 0.666
H -0.234 0.614 2.701
H -1.413 -1.601 2.233
H 1.643 2.252 1.952
H 2.525 1.730 0.534
H -0.134 -3.421 1.280
H 2.923 -0.678 0.133
H 1.941 -2.899 -0.011
H 3.185 1.251 2.008
C -0.738 0.373 -1.870
C -1.190 -0.702 -2.880
C -2.379 2.238 -0.637
S -1.677 1.916 -2.232
H -0.930 -0.004 -0.869
H 0.354 0.347 -1.998
H -0.277 -1.071 -3.403
H -1.752 -0.279 -3.711
H -2.888 3.224 -0.670
H -3.187 1.662 -0.259
H -1.667 2.271 0.183
H -1.592 -1.617 -2.439

=====

(4)
28
Properties=species:S:1:pos:R:3 method="wB97M-V/def2-TZVPD" e_tot_ha=-1078.22267 spin_multiplicity=1 smiles="C=C[C@@H]1CCC[Si@@H](C=C)S1.C#C" gap_ev=9.66
C 4.486 -0.661 -0.646
C -6.247 -1.396 -0.329
C -0.343 3.172 0.403
C 3.306 -1.231 -0.470
C -5.499 -1.181 -1.235
C -0.049 2.483 -0.689
C 0.122 -0.365 1.544
C 1.256 -1.187 0.931
C -1.072 -0.171 0.610
C 2.046 -0.490 -0.176
Si -0.581 0.698 -1.010
S 1.090 -0.427 -1.766
H 5.365 -1.244 -0.866
H 4.626 0.408 -0.586
H -6.920 -1.583 0.455
H -1.600 0.596 -2.052
H -0.006 4.185 0.557
H -0.942 2.754 1.199
H 3.190 -2.305 -0.559
H -4.831 -0.992 -2.023
H 0.555 2.959 -1.452
H -0.213 -0.879 2.451
H 0.518 0.608 1.853
H 1.969 -1.431 1.724
H 0.860 -2.128 0.538
H -1.510 -1.144 0.384
H -1.843 0.400 1.129
H 2.267 0.549 0.084

=====

In order of appearance, energy above the lowest of the compared OMol25 structures with the same formula, charge and spin = 16.8 44.2 25.4 75.2 kcal per mole.